Formula: C22H60F3NaO11S9
Source: the OMol25 dataset
Level of theory: ωB97M-V with the def2-TZVPD basis set

Atoms and positions in Å:
Na  -1.393  -2.628  -1.921
C  -1.306  -0.652  0.220
O  -0.115  -1.214  -0.374
O  -2.272  -0.777  -0.641
C  -1.496  -1.326  1.565
F  -2.652  -0.926  2.106
F  -1.531  -2.687  1.496
F  -0.525  -1.002  2.439
C  1.131  -0.566  -0.189
C  2.114  -1.070  -1.208
H  1.664  -0.941  -2.195
H  3.025  -0.473  -1.182
H  2.362  -2.112  -1.012
H  1.479  -0.744  0.832
H  1.004  0.520  -0.325
H  -1.164  0.442  0.403
C  6.103  -0.056  -0.875
S  6.511  1.623  -1.413
O  7.429  2.204  -0.400
C  7.494  1.169  -2.818
H  5.057  -0.037  -0.585
H  6.738  -0.229  -0.006
H  6.321  -0.799  -1.638
H  8.229  0.396  -2.580
H  8.009  2.064  -3.152
H  6.829  0.757  -3.585
C  -4.336  0.328  4.332
S  -3.302  1.635  3.687
O  -4.277  2.736  3.463
C  -2.397  2.028  5.163
H  -4.891  -0.090  3.496
H  -5.019  0.819  5.024
H  -3.742  -0.425  4.848
H  -1.637  1.270  5.372
H  -3.024  2.063  6.056
H  -1.944  2.991  4.939
C  5.179  1.270  -5.689
S  4.902  -0.467  -5.264
O  5.940  -0.748  -4.242
C  3.381  -0.200  -4.387
H  4.901  1.815  -4.782
H  4.490  1.629  -6.453
H  6.226  1.430  -5.904
H  3.507  0.491  -3.556
H  3.103  -1.163  -3.949
H  2.579  0.042  -5.085
C  5.019  0.279  3.930
S  4.129  0.357  2.383
O  3.933  -1.073  2.027
C  2.588  0.888  3.113
H  4.843  1.113  4.606
H  6.081  0.127  3.759
H  4.630  -0.638  4.382
H  2.672  1.817  3.682
H  2.232  0.124  3.810
H  1.838  1.003  2.330
C  -4.987  4.494  0.156
S  -5.929  2.981  -0.071
O  -6.551  3.141  -1.392
C  -4.540  1.916  -0.365
H  -5.647  5.343  0.027
H  -4.291  4.497  -0.696
H  -4.325  4.546  1.016
H  -3.823  1.839  0.452
H  -4.096  2.182  -1.327
H  -4.896  0.889  -0.499
C  -1.646  3.659  0.946
S  0.079  3.880  0.608
O  0.283  5.213  0.017
C  0.537  3.993  2.334
H  -1.714  2.815  1.634
H  -2.215  3.362  0.069
H  -2.103  4.555  1.361
H  0.015  4.833  2.795
H  1.606  4.190  2.395
H  0.302  3.054  2.837
C  -4.382  -3.354  2.987
S  -5.571  -3.917  1.770
O  -6.807  -3.117  1.967
C  -4.769  -3.267  0.291
H  -4.561  -3.897  3.908
H  -4.428  -2.271  3.089
H  -3.380  -3.594  2.621
H  -3.682  -3.256  0.402
H  -5.110  -2.254  0.099
H  -5.017  -3.953  -0.516
C  0.783  -7.189  -0.838
S  0.586  -5.433  -0.991
O  0.073  -5.151  -2.362
C  -0.828  -5.380  0.100
H  -0.151  -7.661  -1.146
H  0.982  -7.441  0.203
H  1.584  -7.516  -1.494
H  -1.551  -6.129  -0.238
H  -1.321  -4.412  0.097
H  -0.519  -5.648  1.111
C  -2.099  0.142  -4.405
S  -0.726  1.273  -4.456
O  -1.110  2.392  -5.330
C  -0.887  1.822  -2.760
H  -3.052  0.640  -4.210
H  -1.966  -0.587  -3.597
H  -2.195  -0.400  -5.345
H  -0.513  2.845  -2.755
H  -0.187  1.238  -2.159
H  -1.902  1.704  -2.398

Output
highest occupied orbital energy: -0.313 Ha
relative energy (zero: lowest compared OMol25 entry of this formula, charge and spin): 9.7 kcal per mole
HOMO-LUMO gap: 7.85 eV

Löwdin population analysis, charges in e, atoms 1 to 8: atom 1 (Na): 0.566, atom 2 (C): -0.529, atom 3 (O): -0.138, atom 4 (O): -0.162, atom 5 (C): -0.537, atom 6 (F): 0.111, atom 7 (F): 0.096, atom 8 (F): 0.140


Formula: C26H58HoP4Se
Source: the OMol25 dataset
Level of theory: ωB97M-V with the def2-TZVPD basis set

Atoms and positions in Å:
Ho  0.715  0.047  0.321
P  -1.429  1.658  0.851
P  0.108  -1.583  2.548
P  -0.201  -0.094  -2.576
H  1.853  -3.294  0.256
C  1.722  -2.372  -0.323
C  2.412  -1.207  -0.043
H  2.717  -0.819  0.978
C  -3.184  1.214  0.592
C  -1.332  2.351  2.545
C  -1.147  3.089  -0.265
C  0.501  -3.363  2.703
C  0.934  -0.975  4.079
C  -1.662  -1.526  3.042
C  0.349  -1.410  -3.743
C  0.315  1.354  -3.611
C  -1.995  -0.070  -3.006
H  1.250  -2.527  -1.323
H  2.422  -0.433  -0.842
H  -3.890  2.021  0.846
H  -3.426  0.318  1.183
H  -3.332  0.931  -0.461
H  -2.250  2.897  2.812
H  -0.461  3.010  2.688
H  -1.201  1.530  3.264
H  -1.724  3.963  0.071
H  -1.420  2.840  -1.303
H  -0.078  3.363  -0.277
H  0.235  -3.726  3.708
H  1.575  -3.526  2.551
H  -0.057  -3.939  1.954
H  0.742  -1.706  4.879
H  0.565  0.016  4.390
H  2.020  -0.915  3.904
H  -1.808  -2.050  3.998
H  -2.267  -2.020  2.269
H  -2.000  -0.484  3.138
H  0.260  -1.092  -4.797
H  -0.249  -2.317  -3.599
H  1.402  -1.659  -3.544
H  0.062  1.199  -4.673
H  1.398  1.514  -3.545
H  -0.163  2.283  -3.272
H  -2.179  -0.099  -4.094
H  -2.461  0.837  -2.596
H  -2.488  -0.937  -2.554
C  -1.784  -5.239  -1.493
C  -0.629  -6.020  -1.690
C  -0.589  -6.980  -2.699
C  -1.611  -7.046  -3.630
C  -2.706  -6.194  -3.482
C  -2.859  -5.327  -2.394
Se  -1.892  -3.692  -0.368
H  -1.484  -3.041  -1.679
H  0.215  -5.891  -1.024
H  0.259  -7.646  -2.782
H  -1.537  -7.730  -4.467
H  -3.478  -6.256  -4.236
H  -3.718  -4.658  -2.228
C  2.460  2.341  3.221
C  2.656  2.911  1.805
C  3.615  4.104  1.809
P  3.049  1.546  0.585
C  3.200  2.101  -1.212
C  3.808  3.491  -1.356
C  3.917  1.108  -2.146
C  4.617  0.659  1.058
C  5.758  1.656  1.239
C  4.580  -0.315  2.265
H  3.345  1.772  3.557
H  1.565  1.691  3.300
H  2.330  3.194  3.911
H  1.677  3.275  1.433
H  4.629  3.824  2.120
H  3.673  4.609  0.838
H  3.240  4.818  2.557
H  2.155  2.176  -1.559
H  4.783  3.539  -0.864
H  4.003  3.718  -2.412
H  3.163  4.284  -0.965
H  3.335  0.190  -2.326
H  4.068  1.590  -3.132
H  4.897  0.824  -1.732
H  4.822  0.033  0.178
H  5.621  2.205  2.181
H  6.711  1.109  1.326
H  5.862  2.359  0.399
H  3.926  -1.189  2.147
H  5.591  -0.738  2.390
H  4.313  0.203  3.191

Output
net charge: +3
highest occupied orbital energy (spin up / spin down): -0.572 / -0.572 Ha
2S+1: 5
HOMO-LUMO gap (spin up / spin down): 5.75 / 5.86 eV

Löwdin population analysis, charges in e, atoms 1 to 8: atom 1 (Ho): 0.984, atom 2 (P): 0.693, atom 3 (P): 0.733, atom 4 (P): 0.763, atom 5 (H): 0.090, atom 6 (C): -0.017, atom 7 (C): -0.321, atom 8 (H): 0.011


| no. | E (hartree) |
| --- | --- |
| 1 | -5747.17550 |
| 2 | -5739.35170 |